Entry 1:
DFT (the ωB97M-V functional and the def2-TZVPD basis) results for a 2-piece molecular cluster, C5H11NO2 overall at a distorted geometry.

Last column: Mulliken charge in e.
Positions of all 19 atoms, in Å:
H: -0.5054 1.2118 1.1014  0.38
C: -0.8999 2.2472 -0.6640  -0.19
H: 1.8495 -1.2706 0.0899  0.20
H: -1.7412 2.9621 -0.5716  0.34
H: 1.4119 -2.5325 1.1183  0.28
O: 0.0870 2.5881 -1.2524  -0.39
C: -1.0528 1.0247 0.1964  -0.54
H: -2.0750 0.8212 0.5157  0.38
H: -1.9963 -1.3014 1.5826  0.31
O: 2.6686 0.5822 -1.5540  -0.64
H: 1.9291 0.0454 -1.8343  0.32
H: 0.3942 -0.0438 -0.9280  -0.61
H: 2.4605 1.4902 -1.7764  0.32
C: -0.1458 -1.3118 0.6279  0.83
H: -0.7542 -2.1260 2.6150  0.35
C: -0.5321 -0.2833 -0.4302  0.36
N: 1.0844 -1.7675 0.5370  -0.22
H: -1.2025 -0.8057 -1.1146  0.41
C: -0.9799 -1.5302 1.7411  -0.91

Forces on the atoms, in the same order (eV/Å):
H 0.5 0.3 0.5
C -0.5 1.4 0.5
H -0.3 0.1 -0.7
H -0.1 -0.2 -0.2
H -0.2 0.1 0.2
O 0.2 -0.8 -0.2
C -0.6 -1.7 -0.4
H -0.2 0.6 -0.2
H -1.0 0.6 0.2
O 0.4 -0.6 0.6
H 0.0 0.2 -0.7
H 0.0 0.0 -0.5
H -0.3 0.3 -0.1
C 0.9 1.5 -0.3
H 0.4 0.1 0.0
C 0.7 -0.3 1.0
N 0.2 -0.6 1.0
H -0.2 0.4 -0.1
C 0.1 -1.5 -0.6

2S+1 = 2
highest occupied orbital energy (spin up / spin down) = -0.5067 / -0.5065 Eh
E_tot = -10939.41979 eV
energy relative to the best compared isomer or geometry (same formula, charge and spin) = 1.0569 eV
net charge = +1

---

Entry 2:
DFT (the ωB97M-V functional and the def2-TZVPD basis) results for a 2-piece molecular cluster, C5H11NO2S overall at a distorted geometry.

Last column: Mulliken charge in e.
Positions of all 20 atoms, in Å:
H: 0.3371 1.4573 0.9301  0.51
S: -0.3193 2.5302 -1.9548  -0.38
H: -2.2250 0.2515 0.4309  0.42
H: 0.3293 -2.2210 -0.7556  0.29
H: -1.1318 3.6051 -1.7981  0.20
H: 3.1698 -1.6342 0.9945  0.36
H: 0.9764 0.1542 -1.3966  0.40
H: -1.8514 -2.1187 0.5780  0.39
C: 1.8983 -0.3819 0.3953  0.25
H: -1.5158 0.2237 1.9636  0.32
C: -0.2492 0.8307 0.2750  -0.54
C: 0.6424 -0.2115 -0.4231  0.40
O: 2.5425 0.5421 0.8360  -0.59
H: -0.3867 -1.8156 1.5009  0.25
H: -0.7168 1.4057 -0.3830  0.00
C: -1.3801 0.0229 0.9158  -0.94
C: -0.9899 -1.4482 0.6729  -0.54
N: -0.2157 -1.3547 -0.5716  -0.57
H: -1.2458 1.8212 -2.6629  0.20
O: 2.3318 -1.6587 0.4530  -0.46

Forces on the atoms, in the same order (eV/Å):
H 0.1 0.1 0.3
S -0.4 1.6 -2.3
H -3.4 0.7 -1.8
H -0.6 0.9 0.2
H 0.2 -0.4 -0.2
H -1.0 -0.1 -0.8
H 0.1 0.0 -0.1
H 0.2 0.1 -0.2
C 0.9 0.4 -0.4
H -0.1 0.1 0.5
C 1.1 -2.9 2.9
C -0.5 0.7 0.3
O -0.3 -0.6 0.1
H 0.2 -0.1 0.3
H -1.3 1.8 -1.8
C 3.3 -1.6 1.9
C -0.3 0.4 -0.2
N 0.3 -1.5 -0.2
H 0.4 0.4 0.3
O 1.0 0.0 1.0

highest occupied orbital energy = -0.3315 Eh
E_tot = -21782.71419 eV
SMILES = O=C(O)[C@@H]1CCCN1.S
energy relative to the best compared isomer or geometry (same formula, charge and spin) = 1.5689 eV

---

Entry 3:
DFT (the ωB97M-V functional and the def2-TZVPD basis) results for C5H11NO2S as an isolated structure at a distorted geometry.

Last column: Mulliken charge in e.
Positions of all 20 atoms, in Å:
N: 1.2578 1.3283 0.3517  0.96
H: -1.4044 -1.0835 1.9949  0.28
C: -1.1184 1.9922 0.1096  -1.26
H: -0.0630 1.0730 1.8174  0.49
C: 1.8887 -1.7182 -1.4112  -0.81
O: 2.0557 1.2700 1.2670  -0.59
H: -2.1579 1.5950 0.2198  0.28
H: -1.8449 -2.2237 0.5235  0.33
O: 1.4973 1.5707 -0.8037  -0.59
H: 2.6484 -0.9989 -1.7585  0.27
H: 2.3066 -2.7318 -1.4977  0.35
S: 1.1386 -1.6644 0.3120  -0.06
H: -1.1681 2.9561 0.4590  0.44
H: 1.0640 -1.6206 -1.9634  0.29
C: -0.1277 1.0779 0.7663  -0.12
H: -0.9535 2.0184 -1.0099  0.31
C: -1.6463 -1.1502 0.8659  -1.02
C: -0.4009 -0.7218 0.1493  -0.20
H: -0.5379 -0.5243 -0.9359  0.36
H: -2.4340 -0.4442 0.5438  0.27

Forces on the atoms, in the same order (eV/Å):
N -0.6 0.4 1.2
H -0.9 -0.4 -1.7
C -1.1 -2.7 -2.4
H -0.4 -0.2 1.2
C 2.4 -0.6 2.5
O 0.7 0.0 -0.4
H 0.8 0.1 0.1
H -0.2 1.5 0.8
O 0.5 -0.1 -0.8
H -0.4 0.1 0.9
H -0.3 0.3 0.0
S 0.2 0.0 -0.1
H 0.3 2.4 1.0
H -3.0 0.1 -2.7
C -0.4 -2.8 -2.4
H 0.0 0.0 1.3
C 0.9 -1.2 0.7
C 1.6 3.7 -0.5
H -0.1 -0.1 0.7
H 0.1 -0.7 0.5

highest occupied orbital energy = -0.3224 Eh
E_tot = -21779.37219 eV
energy relative to the best compared isomer or geometry (same formula, charge and spin) = 4.9109 eV

---

Entry 4:
DFT (the ωB97M-V functional and the def2-TZVPD basis) results for a 2-piece molecular cluster, C5H11NO3 overall at a distorted geometry.

Last column: Mulliken charge in e.
Positions of all 20 atoms, in Å:
N: -0.0452 0.3348 1.1056  0.71
H: -2.2712 -3.1754 2.6009  0.29
O: -1.1274 0.8856 1.0955  -0.37
H: -1.4574 -2.9677 4.1606  0.29
H: 2.2559 -4.4903 2.5454  0.35
O: 0.0104 -2.3558 1.3209  -0.41
H: -0.7567 -5.1399 2.0527  0.38
C: 1.7907 -4.0000 1.6694  -1.26
C: -0.4859 -4.3495 2.7823  -0.71
C: -2.6546 -4.7873 4.0413  -1.23
C: -1.7467 -3.7243 3.4068  -0.32
C: 0.4868 -3.2997 2.1574  0.46
H: -2.9527 -5.5439 3.3042  0.32
H: 1.5765 -4.7613 0.9003  0.34
H: 0.0928 -4.8492 3.5856  0.32
H: -2.1564 -5.3127 4.8690  0.31
H: 2.4742 -3.2376 1.2595  0.35
O: 1.0874 0.7879 1.0944  -0.35
H: 0.7462 -2.5350 2.9252  0.17
H: -3.5595 -4.3104 4.4332  0.36

Forces on the atoms, in the same order (eV/Å):
N 0.3 2.5 0.0
H 0.1 -0.2 0.5
O 2.0 -1.3 0.0
H -0.1 -0.3 -0.3
H -0.1 0.2 -0.5
O -0.7 -0.4 -0.7
H 0.2 0.5 0.2
C -0.1 0.5 0.4
C 0.1 0.5 0.4
C 0.0 0.3 -0.1
C 0.2 -0.1 -0.5
C 0.5 -0.9 0.0
H 0.0 0.2 0.1
H 0.0 0.3 0.3
H -0.2 0.1 -0.4
H -0.1 0.2 -0.2
H -0.2 -0.4 0.1
O -2.3 -1.1 0.0
H 0.3 -0.4 0.7
H 0.1 -0.2 0.0

highest occupied orbital energy (spin up / spin down) = -0.3654 / -0.3818 Eh
E_tot = -12990.16672 eV
energy relative to the best compared isomer or geometry (same formula, charge and spin) = 6.6849 eV